Record 1
{
  "formula": "C3HMgO2",
  "method": "ωB97M-V/def2-TZVPD",
  "species": ["C", "O", "O", "C", "C", "H", "Mg"],
  "positions_angstrom": [[1.24369, -0.04139, -0.13318], [0.84572, -1.17392, -0.03620], [0.24614, 0.98313, -0.06846], [-1.01008, 0.63041, 0.10490], [-1.90608, -0.19451, 0.17926], [-2.66229, -0.94157, 0.02259], [3.24290, 0.73786, -0.06890]],
  "lumo_energy_ev": -7.7,
  "orbital_gap_ev": 5.3,
  "charge": 1,
  "relative_energy_ev": 3.4065,
  "energy_ev": -12654.73018
}

***

Record 2
{
  "formula": "C23H33N2O2",
  "method": "ωB97M-V/def2-TZVPD",
  "species": ["C", "O", "C", "C", "C", "C", "C", "C", "N", "C", "C", "N", "C", "C", "C", "C", "O", "C", "C", "C", "C", "C", "C", "C", "C", "C", "C", "H", "H", "H", "H", "H", "H", "H", "H", "H", "H", "H", "H", "H", "H", "H", "H", "H", "H", "H", "H", "H", "H", "H", "H", "H", "H", "H", "H", "H", "H", "H", "H", "H"],
  "positions_angstrom": [[1.75847, -0.53632, 2.31784], [1.49978, -0.03586, 1.01821], [1.53114, -0.94913, -0.02787], [1.29598, -2.30293, 0.15519], [1.25200, -3.16341, -0.92573], [1.45393, -2.67728, -2.20387], [1.73943, -1.33940, -2.38825], [1.79976, -0.45483, -1.31426], [2.17462, 0.87310, -1.58163], [2.90593, 1.67824, -0.64141], [2.02975, 2.81754, -0.06300], [0.60000, 2.49767, -0.24453], [-0.29915, 3.48329, 0.40231], [-0.41836, 3.34717, 1.91604], [-0.98015, 1.99827, 2.37836], [-2.19196, 1.52779, 1.56317], [-1.79074, 0.83110, 0.39332], [-1.81664, -0.55835, 0.43576], [-1.71250, -1.28429, 1.61432], [-1.74306, -2.66675, 1.58955], [-1.86917, -3.35662, 0.39273], [-1.92590, -4.85144, 0.37181], [-1.96449, -2.61719, -0.77701], [-1.94519, -1.23158, -0.78180], [-2.07102, -0.48814, -2.07752], [0.26056, 2.39853, -1.68714], [1.38717, 1.67880, -2.46768], [1.96416, 0.33205, 2.94422], [0.89755, -1.07856, 2.71653], [2.63100, -1.19261, 2.31869], [1.11699, -2.69180, 1.14344], [1.05937, -4.21078, -0.76155], [1.41731, -3.34025, -3.05331], [1.95344, -0.96550, -3.37769], [3.30005, 1.04468, 0.14900], [3.76083, 2.12946, -1.16176], [2.23597, 2.95314, 0.99770], [2.22662, 3.75866, -0.58102], [0.43607, 1.56774, 0.18420], [-1.28759, 3.35340, -0.03982], [0.06214, 4.48268, 0.14736], [0.54260, 3.52221, 2.40204], [-1.09081, 4.14202, 2.24364], [-1.26400, 2.08995, 3.42665], [-0.20962, 1.23032, 2.31319], [-2.78868, 2.38362, 1.23027], [-2.84448, 0.89769, 2.17183], [-1.61441, -0.78538, 2.56694], [-1.67062, -3.21206, 2.51917], [-2.92923, -5.18833, 0.63232], [-1.23602, -5.27693, 1.09732], [-1.68700, -5.23646, -0.61583], [-2.07128, -3.13183, -1.72044], [-1.09010, -0.36806, -2.53916], [-2.69520, -1.04704, -2.76961], [-2.51929, 0.49000, -1.91768], [-0.67632, 1.84551, -1.75948], [0.11503, 3.40674, -2.07977], [0.94955, 1.06407, -3.25259], [2.04578, 2.41369, -2.94173]],
  "lumo_energy_ev": -2.0,
  "orbital_gap_ev": 8.7,
  "smiles": "COc1ccccc1N1CC[NH+](CCCCOc2ccc(C)cc2C)CC1",
  "charge": 1,
  "relative_energy_ev": 0.3828,
  "energy_ev": -31455.82934
}

***

Record 3
{
  "formula": "C13H10IO6P",
  "method": "ωB97M-V/def2-TZVPD",
  "species": ["O", "C", "O", "P", "I", "C", "C", "C", "C", "C", "C", "H", "H", "H", "H", "H", "H", "H", "H", "C", "C", "C", "O", "C", "C", "C", "O", "O", "O", "H", "H"],
  "positions_angstrom": [[1.23877, -0.92562, -1.00595], [1.18315, 0.04252, -1.69326], [2.32055, 0.50890, -2.39549], [2.32727, 2.24182, -2.53878], [2.12153, 4.75354, -2.84431], [-0.18767, 0.80201, -1.84419], [-0.77674, 0.86416, -3.18255], [-2.02221, 1.59952, -3.34351], [-2.62639, 2.23558, -2.15573], [-2.01931, 2.14936, -0.82864], [-0.74435, 1.41497, -0.64515], [1.50539, 2.12434, -3.68600], [1.87628, 2.43873, -1.20965], [3.72644, 2.28832, -2.75106], [-0.23719, 0.37760, -4.02811], [-2.45604, 1.67643, -4.36400], [-3.56865, 2.80335, -2.32520], [-2.48867, 2.66377, 0.04052], [-0.26916, 1.37999, 0.37242], [-1.12777, -3.26593, 3.56352], [-1.25846, -1.94008, 3.21759], [0.08244, -1.22767, 2.96440], [0.16493, -0.05270, 2.57265], [1.30993, -1.96512, 3.20281], [1.44322, -3.29010, 3.56312], [0.10148, -4.03303, 3.71292], [0.01557, -5.24256, 3.95762], [2.50645, -3.92817, 3.76936], [-2.32277, -1.27701, 3.08732], [-2.02384, -3.85121, 3.75099], [2.20581, -1.36571, 3.06635]],
  "lumo_energy_ev": 3.3,
  "orbital_gap_ev": 2.9,
  "charge": -2,
  "energy_ev": -43315.25303
}

***

Record 4
{
  "formula": "C20H46IO11S2",
  "method": "ωB97M-V/def2-TZVPD",
  "species": ["C", "C", "O", "O", "C", "O", "C", "S", "S", "I", "H", "H", "H", "H", "H", "H", "C", "O", "C", "C", "O", "C", "H", "H", "H", "H", "H", "H", "H", "H", "H", "H", "C", "O", "C", "C", "O", "C", "H", "H", "H", "H", "H", "H", "H", "H", "H", "H", "C", "O", "C", "C", "O", "C", "H", "H", "H", "H", "H", "H", "H", "H", "H", "H", "C", "O", "C", "C", "O", "C", "H", "H", "H", "H", "H", "H", "H", "H", "H", "H"],
  "positions_angstrom": [[-2.68479, 3.23440, -5.54307], [-2.78204, 3.51634, -4.07742], [-3.41977, 2.91442, -3.28136], [-2.07792, 4.66141, -3.66203], [-0.74832, 4.77739, -3.85466], [-0.25884, 5.56758, -4.60303], [0.11788, 3.97225, -2.88437], [1.53840, 3.15187, -3.69741], [1.50687, 1.18703, -3.12259], [1.26135, 3.22819, -6.06568], [-3.68909, 3.03899, -5.91553], [-2.22891, 4.05322, -6.09768], [-2.09188, 2.32544, -5.68191], [0.59970, 4.70544, -2.22936], [-0.41369, 3.25689, -2.24751], [0.18364, 1.01738, -2.97083], [-1.09847, 1.80006, 2.95603], [-2.14745, 2.61892, 2.45657], [-1.64666, 3.73213, 1.75349], [-1.66758, 3.48611, 0.25986], [-0.82845, 2.38668, -0.08536], [-1.58331, 1.18649, -0.23097], [-1.53302, 0.84547, 3.24307], [-0.33262, 1.61945, 2.19989], [-0.63336, 2.25425, 3.83622], [-0.62508, 3.95481, 2.07980], [-2.27376, 4.59910, 1.98026], [-1.30370, 4.38236, -0.25749], [-2.68943, 3.28898, -0.07614], [-2.10217, 1.17875, -1.18768], [-2.31970, 1.08714, 0.56565], [-0.89091, 0.34481, -0.18328], [2.59837, -0.42567, 2.30265], [1.23551, -0.80318, 2.34829], [0.95107, -1.97928, 1.60478], [0.89507, -3.21523, 2.47219], [2.15423, -3.49951, 3.05726], [2.25867, -3.10136, 4.41145], [2.75955, 0.31073, 3.08827], [3.25773, -1.27872, 2.47406], [2.84609, 0.03074, 1.33591], [1.70318, -2.11789, 0.81977], [-0.02418, -1.83898, 1.12453], [0.61943, -4.06857, 1.84541], [0.12597, -3.10397, 3.23557], [1.69671, -3.77996, 5.06184], [1.89609, -2.08108, 4.56084], [3.31183, -3.14741, 4.68247], [3.81209, -2.30248, -3.91675], [4.54071, -1.12303, -3.62176], [4.88028, -0.99842, -2.24745], [6.29745, -1.44182, -1.95907], [6.47583, -2.82089, -2.20690], [7.11905, -3.11245, -3.43619], [3.83259, -2.43762, -4.99657], [4.25529, -3.17801, -3.44017], [2.76752, -2.21180, -3.59154], [4.18183, -1.57392, -1.63032], [4.78247, 0.05904, -1.97737], [6.50767, -1.26471, -0.89996], [7.00296, -0.84711, -2.54821], [8.18949, -2.89254, -3.37684], [6.68264, -2.54799, -4.26358], [6.98937, -4.17634, -3.62320], [-4.66363, -0.01346, 2.08017], [-5.80179, -0.78862, 2.39998], [-5.68731, -2.15778, 2.05785], [-5.30991, -3.00431, 3.25135], [-4.02530, -2.67099, 3.74975], [-4.05353, -1.83080, 4.89171], [-4.74840, 0.93278, 2.61277], [-3.73655, -0.50796, 2.38432], [-4.62480, 0.19656, 1.00338], [-4.95070, -2.29060, 1.25718], [-6.65940, -2.48850, 1.68238], [-5.28648, -4.05518, 2.94854], [-6.06198, -2.89496, 4.03813], [-4.35415, -2.39218, 5.78215], [-4.73319, -0.98720, 4.75432], [-3.04237, -1.45112, 5.04112]],
  "lumo_energy_ev": -5.8,
  "orbital_gap_ev": 4.9,
  "charge": 1,
  "energy_ev": -73766.67638
}

***

Number 4 is which compound? C20H46IO11S2